Arrangement 1

H6O3 | the ωB97M-V functional and the def2-TZVPD basis

The value obtained for the lowest unoccupied orbital energy is 1.0796 eV. Its SMILES is O.O.O.

```
! RIJCOSX wB97M-V def2-TZVPD def2/J DEFGRID3
* xyz 0 1
O -7.07259 4.69303 3.24555
H -7.88963 4.19576 3.38749
H -6.91093 5.02322 4.13080
O -4.43883 -8.73035 1.50564
H -4.50288 -8.00428 1.02648
H -3.49336 -8.93657 1.31539
O 11.39295 4.06547 -4.80714
H 12.22997 4.31674 -4.34799
H 11.51461 3.18000 -5.06464
*
```

***

Arrangement 2

H6O3 | the ωB97M-V functional and the def2-TZVPD basis

The value obtained for the lowest unoccupied orbital energy is 0.5383 eV. Its SMILES is O.O.O.

```
! RIJCOSX wB97M-V def2-TZVPD def2/J DEFGRID3
* xyz 0 1
O -0.64789 -1.71767 -1.40167
H -0.82789 -1.87567 -2.32667
H 0.21811 -1.58567 -1.64567
O 0.34011 0.88633 2.54533
H 0.80311 0.77033 1.53433
H 0.90511 1.54233 3.05133
O 0.09411 0.68733 -0.34767
H -0.44189 1.30933 -0.80067
H -0.44289 -0.01667 -0.60867
*
```

***

Arrangement 3

H6O3 | the ωB97M-V functional and the def2-TZVPD basis

The value obtained for the lowest unoccupied orbital energy is 0.4678 eV. Its SMILES is O.O.O.

```
! RIJCOSX wB97M-V def2-TZVPD def2/J DEFGRID3
* xyz 0 1
O 0.92529 -0.13367 0.42343
H 1.25585 -0.75255 -0.22769
H 1.71033 0.28360 0.77817
O -1.40361 -0.95174 2.29591
H -0.66048 -0.83785 1.70345
H -1.89451 -0.13304 2.22526
O 0.21923 0.67693 -2.69386
H 0.56476 1.23781 -1.99941
H -0.71685 0.61052 -2.50526
*
```

***

Arrangement 4

H6O3 | the ωB97M-V functional and the def2-TZVPD basis

The value obtained for the lowest unoccupied orbital energy is 0.4837 eV. Its SMILES is O.O.O.

```
! RIJCOSX wB97M-V def2-TZVPD def2/J DEFGRID3
* xyz 0 1
O 0.31193 1.46198 1.36851
H 1.10474 0.97776 1.11610
H -0.31967 0.77854 1.41099
O -0.00918 0.25948 -1.34276
H 0.53072 0.80834 -1.94657
H -0.01269 0.65029 -0.49889
O -0.90940 -1.75267 0.07369
H -0.06989 -1.99947 0.48482
H -0.62656 -1.18423 -0.66588
*
```

***

Energy comparison, zero being the most stable, in hartree: arrangement 1 0.0239; arrangement 2 0.0380; arrangement 3 0.0000; arrangement 4 0.0056.

***

Arrangement 1

C4H11NO2 | the ωB97M-V functional and the def2-TZVPD basis

The value obtained for the lowest unoccupied orbital energy (alpha / beta) is -3.7586 / -9.0321 eV.

```
! RIJCOSX wB97M-V def2-TZVPD def2/J DEFGRID3
* xyz 1 2
C -2.10392 -0.20487 -1.18925
N -0.69502 -0.31389 -1.16102
C 0.01601 -1.06138 -0.19023
C 1.24286 -0.33346 0.38070
C 1.65834 -1.05209 1.68238
O -2.74143 -0.94830 -0.50132
H -2.41592 0.55411 -1.91329
H -0.20016 0.21928 -1.87721
H -0.57783 -1.44025 0.64309
H 0.31031 -1.99958 -0.68797
H 2.16310 -0.39522 -0.18536
H 0.97062 0.67906 0.66426
H 2.34432 -1.87373 1.51432
H 0.83414 -1.22960 2.38448
H 2.15969 -0.33090 2.33633
H -0.61389 3.37403 0.02787
H -0.96306 3.12909 -1.39694
O -1.38820 3.22771 -0.53082
*
```

***

Arrangement 2

C4H11NO2 | the ωB97M-V functional and the def2-TZVPD basis

The value obtained for the lowest unoccupied orbital energy (alpha / beta) is -5.2366 / -8.2978 eV.

```
! RIJCOSX wB97M-V def2-TZVPD def2/J DEFGRID3
* xyz 1 2
C 1.22985 1.50768 0.29332
C -0.13941 1.60029 0.87656
C -0.94230 2.67961 0.62622
C -0.33678 -0.61863 1.58012
N -0.61503 0.61468 1.72035
H 1.22067 1.11627 -0.72698
H 1.83218 0.75359 0.80802
H 1.77133 2.44896 0.38852
H -1.87302 2.96054 1.09178
H -0.59150 3.34953 -0.15550
H -0.82291 -1.27883 2.30490
H 0.20879 -1.12693 0.79564
H -0.33940 -3.37358 -0.98832
H 0.75845 -2.62008 -0.21942
O 0.10849 -3.29815 -0.14527
H -0.35981 -2.03528 -3.38593
H -0.76516 -0.91297 -2.41217
O -0.34443 -1.76673 -2.45185
*
```

***

Arrangement 3

C4H11NO2 | the ωB97M-V functional and the def2-TZVPD basis

The value obtained for the lowest unoccupied orbital energy (alpha / beta) is -5.9570 / -7.8294 eV.

```
! RIJCOSX wB97M-V def2-TZVPD def2/J DEFGRID3
* xyz 1 2
C 1.96100 1.39864 -1.76131
C 1.10133 0.65219 -0.82663
C 1.31989 -0.50865 -0.21161
N 0.72863 -0.98036 0.98469
C -0.36216 -0.65048 1.66280
H 2.57041 0.64194 -2.23189
H 1.52800 2.18847 -2.39027
H 2.69444 2.06190 -1.18741
H 0.14923 0.96946 -0.47110
H 2.12540 -1.18687 -0.56856
H -0.82948 -1.49820 2.20836
H -0.76165 0.34060 2.03128
H -1.59253 -1.00116 -4.02332
H -0.69690 -0.25557 -2.83351
O -0.81733 -0.54109 -3.71120
H -2.98358 -0.14608 4.61257
H -3.42513 0.58900 3.31036
O -2.68253 0.39220 3.89509
*
```

***

Energy comparison, zero being the most stable, in hartree: arrangement 1 0.0000; arrangement 2 0.0198; arrangement 3 0.0614.

***

Arrangement 1

C4H12NS2 | the ωB97M-V functional and the def2-TZVPD basis

The value obtained for the lowest unoccupied orbital energy is -4.4687 eV.

```
! RIJCOSX wB97M-V def2-TZVPD def2/J DEFGRID3
* xyz 1 1
C -0.03420 0.84694 -0.81177
C -0.58506 0.95841 1.54191
C 3.16899 -2.37207 0.56467
C 1.12210 -0.49464 0.83996
N 0.16885 0.33775 0.48430
S -3.38864 0.34596 -0.55091
S 2.17127 -1.17332 -0.38989
H 0.31319 0.04182 -1.44521
H -1.08188 1.19125 -0.82464
H 0.39727 1.81770 -0.79082
H -0.94407 0.11986 2.21875
H 0.14676 1.47653 2.34631
H -1.32542 1.62034 1.25735
H 3.81744 -1.84439 1.34289
H 3.68597 -2.99126 -0.13743
H 2.46323 -2.90716 1.09059
H 1.29481 -0.80342 1.87664
H -4.38848 -0.44027 -0.09242
H -2.69698 -0.59704 -1.12202
*
```

***

Arrangement 2

C4H12NS2 | the ωB97M-V functional and the def2-TZVPD basis

The value obtained for the lowest unoccupied orbital energy is -3.7120 eV. Its SMILES is CCSSCC[NH3+].

```
! RIJCOSX wB97M-V def2-TZVPD def2/J DEFGRID3
* xyz 1 1
C 2.72178 -1.50289 -1.96101
C 2.23104 -0.55682 -0.87288
S 0.53806 0.04683 -1.39748
S -0.36194 1.04236 0.08189
C -0.47330 -0.05169 1.44320
C -1.69902 0.15227 2.27937
N -2.96468 0.09843 1.48359
H 3.06482 -1.07297 -2.85530
H 2.02544 -2.40208 -2.23016
H 3.77742 -1.99870 -1.79510
H 2.92943 0.32714 -0.80896
H 2.32587 -1.05461 0.08520
H -0.27214 -1.11797 1.31176
H 0.61979 0.08237 1.98146
H -1.73054 -0.55132 3.07029
H -1.71190 1.14774 2.82075
H -3.07936 -0.80733 0.93834
H -3.77578 0.31743 2.08071
H -2.92117 0.76903 0.73332
*
```

***

Energy comparison, zero being the most stable, in hartree: arrangement 1 0.0116; arrangement 2 0.0000.

***

Arrangement 1

C3H6N2O3 | the ωB97M-V functional and the def2-TZVPD basis

The value obtained for the lowest unoccupied orbital energy is 0.9255 eV. Its SMILES is N/N=C/OCOC=O.

```
! RIJCOSX wB97M-V def2-TZVPD def2/J DEFGRID3
* xyz 0 1
N 3.33500 0.85290 0.07530
N 1.97069 0.44987 0.01630
C 1.68972 -0.77999 0.06450
O 0.40144 -1.15898 -0.08420
C -0.47421 -0.10035 0.03394
O -1.72345 -0.75711 -0.02922
C -2.79165 0.07158 -0.05277
O -2.76594 1.31104 0.03640
H 3.85991 0.21542 -0.55526
H 3.46954 1.73920 -0.39035
H 2.21605 -1.70595 0.34654
H -0.39637 0.63801 -0.75863
H -0.45150 0.31439 1.10698
H -3.67695 -0.62746 -0.04828
*
```

***

Arrangement 2

C3H6N2O3 | the ωB97M-V functional and the def2-TZVPD basis

The value obtained for the lowest unoccupied orbital energy is -1.2030 eV.

```
! RIJCOSX wB97M-V def2-TZVPD def2/J DEFGRID3
* xyz 0 1
C -0.66583 0.60230 0.57122
C -1.93294 1.01682 -0.12625
C 1.51233 -0.86349 0.45249
N 2.13141 -0.88092 -0.75078
O 0.49542 0.95691 0.03899
N -0.18601 -1.10456 0.30531
O -0.70100 -1.62662 -0.64020
O 1.96998 -0.99448 1.54617
H -0.72379 0.68060 1.66591
H 1.70076 -0.30477 -1.46108
H 3.13958 -0.85508 -0.71993
H -2.12408 2.07209 0.07280
H -1.83774 0.86644 -1.20177
H -2.77810 0.43475 0.24712
*
```

***

Energy comparison, zero being the most stable, in hartree: arrangement 1 0.0000; arrangement 2 0.0641.

***

Arrangement 1

C3H3NO2 | the ωB97M-V functional and the def2-TZVPD basis

The value obtained for the lowest unoccupied orbital energy is 0.0502 eV.

```
! RIJCOSX wB97M-V def2-TZVPD def2/J DEFGRID3
* xyz 0 1
C 0.60375 -0.54547 0.41347
O -0.74498 -0.38482 0.67096
C -1.30738 0.50249 -0.24232
O -2.47439 0.74234 -0.20650
C -0.21972 1.04687 -1.20358
N 0.81376 0.39070 -0.74147
H 1.77411 0.41149 -1.05143
H 1.21346 -0.26520 1.28800
H 0.83225 -1.58834 0.13859
*
```

***

Arrangement 2

C3H3NO2 | the ωB97M-V functional and the def2-TZVPD basis

The value obtained for the lowest unoccupied orbital energy is -0.2713 eV.

```
! RIJCOSX wB97M-V def2-TZVPD def2/J DEFGRID3
* xyz 0 1
C -0.98604 -0.14831 0.10539
O -0.63959 1.05920 -0.57593
C 0.71169 0.99387 -0.57320
O 1.50340 1.75770 -1.01528
C 0.80120 -0.31695 0.15370
N 1.44237 -1.25422 0.66632
H 0.32979 -1.37105 0.76166
H -1.56148 0.07799 1.02428
H -1.60135 -0.79823 -0.54693
*
```

***

Energy comparison, zero being the most stable, in hartree: arrangement 1 0.0000; arrangement 2 0.0697.

***

Arrangement 1

C3H3NO2 | the ωB97M-V functional and the def2-TZVPD basis

The value obtained for the lowest unoccupied orbital energy is -0.3456 eV. Its SMILES is N#CC(O)=C=O.[H][H].

```
! RIJCOSX wB97M-V def2-TZVPD def2/J DEFGRID3
* xyz 0 1
N -2.48888 0.75175 0.06347
C -1.46921 0.20443 -0.02013
C -0.23897 -0.50748 -0.13922
O -0.32637 -1.84570 -0.49163
C 1.00524 -0.03306 -0.03445
O 2.16835 0.06496 0.02660
H 0.56119 -2.22097 -0.42458
H 0.37654 1.68373 0.86614
H 0.41212 1.90235 0.15380
*
```

***

Arrangement 2

C3H3NO2 | the ωB97M-V functional and the def2-TZVPD basis

The value obtained for the lowest unoccupied orbital energy is 0.3719 eV. Its SMILES is N=C=C(O)C=O.

```
! RIJCOSX wB97M-V def2-TZVPD def2/J DEFGRID3
* xyz 0 1
N -1.71939 -0.75008 1.43870
C -1.03932 -0.36641 0.49554
C -0.20492 0.09435 -0.41986
O -0.28063 -0.20083 -1.74495
C 0.99785 0.77117 0.06107
O 1.90902 1.00252 -0.71117
H -1.30939 -1.60173 1.82848
H 0.59618 0.04891 -2.08851
H 1.05060 1.00209 1.14071
*
```

***

Energy comparison, zero being the most stable, in hartree: arrangement 1 0.0598; arrangement 2 0.0000.